No. 1
80
Properties=species:S:1:pos:R:3 method="wB97M-V/def2-TZVPD" e_tot_ha=-3130.9496 largest_force_ev_per_a=5.0 s_squared=2.047 spin_multiplicity=3 homo_ev="-9.3 / -9.2" gap_ev="4.422 / 4.337" charge=+1 relative_energy_ev=0.6152
Re 2.816 1.702 0.180
S 4.155 6.531 0.107
Sb 2.404 5.213 1.127
S 3.709 2.771 1.731
S 2.045 3.344 -1.446
C 4.346 -1.442 -4.998
C 3.996 -1.683 -3.535
O 2.838 -1.526 -3.215
N 5.132 -1.911 -2.429
C 5.432 -0.759 -1.457
C 4.850 -0.951 -0.058
C 5.582 -1.850 0.772
C 5.364 -1.908 2.149
C 4.316 -1.146 2.658
C 3.582 -0.333 1.821
N 3.899 -0.109 0.519
H 4.915 -2.311 -5.240
H 4.794 -0.311 -4.841
H 3.295 -1.712 -5.438
H 6.064 -2.059 -2.853
H 5.043 0.224 -1.794
H 6.518 -0.463 -1.446
H 6.333 -2.467 0.276
H 5.975 -2.504 2.828
H 4.012 -1.203 3.699
H 2.707 0.188 2.206
O 1.063 0.627 -0.060
P -0.395 0.078 0.507
C -0.736 -1.687 1.302
C 0.377 -2.502 1.934
C 0.005 -3.986 2.054
C -0.824 -4.630 0.953
C -1.526 -3.685 -0.126
C -1.923 -2.346 0.457
C -2.547 1.068 -2.202
C -1.735 2.099 -2.551
C -2.513 3.294 -3.179
C -3.676 2.853 -4.164
C -4.652 1.922 -3.598
C -3.985 0.754 -2.925
C -1.747 1.463 1.961
C -3.159 1.709 1.456
C -4.144 1.968 2.591
C -4.131 0.845 3.665
C -2.717 0.450 4.120
C -1.562 1.205 3.445
H -1.279 -1.275 2.162
H 0.554 -2.107 2.970
H 1.326 -2.407 1.408
H -0.509 -4.099 3.093
H 0.931 -4.567 2.344
H -1.745 -5.053 1.420
H -0.367 -5.506 0.477
H -2.446 -4.222 -0.464
H -0.938 -3.608 -1.061
H -2.856 -2.484 1.037
H -2.156 -1.665 -0.378
H -2.601 0.569 -1.147
H -0.931 2.367 -1.824
H 0.784 4.125 -1.208
H -2.070 4.171 -3.620
H -3.107 3.741 -2.339
H -3.321 2.704 -5.205
H -4.241 3.773 -4.361
H -5.536 1.700 -4.210
H -5.125 2.445 -2.746
H -3.965 -0.062 -3.641
H -4.522 0.116 -2.137
H -1.020 2.172 1.531
H -3.584 0.874 0.857
H -3.162 2.593 0.804
H -5.170 2.042 2.225
H -3.959 2.955 3.051
H -4.657 -0.054 3.308
H -4.723 1.113 4.550
H -2.583 -0.640 4.061
H -2.673 0.706 5.191
H -0.648 0.607 3.629
H -1.381 2.160 3.943
H 4.092 1.998 -0.685

No. 2
93
Properties=species:S:1:pos:R:3 method="wB97M-V/def2-TZVPD" e_tot_ha=-7556.3655 largest_force_ev_per_a=0.7 homo_ev=-6.2 gap_ev=5.582 charge=0 relative_energy_ev=0.0000
K 0.239 -0.342 -0.207
Br 6.958 1.679 0.538
C 5.223 1.297 -0.065
C 4.955 0.102 -0.702
C 3.646 -0.131 -1.096
N 2.653 0.736 -0.900
C 2.935 1.896 -0.304
C 4.208 2.218 0.142
C 1.794 2.874 -0.151
C 2.034 4.239 -0.160
C 0.949 5.092 -0.033
Br 1.222 6.949 -0.047
C -0.326 4.579 0.090
C -0.463 3.198 0.076
N 0.567 2.364 -0.038
H 5.726 -0.633 -0.883
H 3.379 -1.066 -1.579
H 4.410 3.149 0.651
H 3.031 4.635 -0.289
H -1.190 5.220 0.182
H -1.443 2.737 0.154
C -0.158 -0.234 -3.148
C -1.333 0.499 -2.477
C -1.614 1.828 -3.177
C -2.558 -0.394 -2.399
C -3.110 -0.832 -3.593
C -4.240 -1.629 -3.608
C -4.823 -1.978 -2.407
C -4.315 -1.556 -1.179
C -5.143 -1.901 0.047
C -5.222 -3.415 0.248
C -6.540 -1.282 -0.039
C -3.146 -0.776 -1.174
N -2.668 -0.155 0.022
C -2.430 -0.784 1.111
C -2.330 -2.224 1.442
C -3.002 -2.645 2.590
C -3.000 -3.961 3.010
C -2.250 -4.876 2.262
C -1.511 -4.485 1.169
C -1.466 -3.126 0.735
N -0.601 -2.643 -0.155
C 0.326 -3.449 -0.831
C 1.696 -3.448 -0.452
C 2.638 -4.007 -1.323
C 2.277 -4.653 -2.486
C 0.929 -4.743 -2.801
C -0.043 -4.139 -2.017
C -1.487 -4.183 -2.491
C -2.152 -5.524 -2.170
C -1.602 -3.921 -3.994
C 2.293 -2.966 0.886
C 1.372 -2.363 1.949
C 3.015 -4.139 1.568
H 0.759 0.359 -3.095
H -0.372 -0.419 -4.202
H 0.025 -1.215 -2.694
H -1.055 0.752 -1.465
H -1.861 1.673 -4.230
H -0.738 2.481 -3.136
H -2.454 2.348 -2.712
H -2.648 -0.541 -4.529
H -4.662 -1.969 -4.545
H -5.722 -2.583 -2.415
H -4.668 -1.474 0.928
H -5.764 -3.889 -0.575
H -5.749 -3.655 1.173
H -4.229 -3.862 0.303
H -7.112 -1.691 -0.876
H -6.489 -0.200 -0.170
H -7.102 -1.490 0.874
H -2.260 -0.117 1.966
H -3.575 -1.910 3.150
H -3.553 -4.271 3.885
H -2.230 -5.919 2.561
H -0.889 -5.207 0.654
H 3.689 -3.960 -1.055
H 3.028 -5.089 -3.132
H 0.633 -5.263 -3.703
H -2.029 -3.394 -1.964
H -1.636 -6.341 -2.684
H -3.191 -5.524 -2.508
H -2.150 -5.740 -1.103
H -1.161 -4.734 -4.576
H -1.106 -2.992 -4.284
H -2.650 -3.847 -4.284
H 3.058 -2.215 0.646
H 0.589 -3.060 2.244
H 0.881 -1.449 1.638
H 1.967 -2.126 2.834
H 2.290 -4.915 1.826
H 3.494 -3.806 2.492
H 3.775 -4.596 0.938

No. 3
100
Properties=species:S:1:pos:R:3 method="wB97M-V/def2-TZVPD" e_tot_ha=-47716.3557 largest_force_ev_per_a=7.8 homo_ev=-8.0 gap_ev=8.152 charge=0 relative_energy_ev=3.7040
C 1.794 0.740 0.150
C 2.045 -0.760 -0.315
B 0.922 -1.388 -1.275
O 0.921 -2.839 -1.421
C -0.188 -0.578 -2.139
O 0.429 0.387 -3.067
C 0.114 1.741 -2.663
O -0.907 2.420 -2.971
O -1.102 0.030 -1.226
C -2.472 -0.171 -1.594
C -3.327 0.084 -0.260
C -2.880 1.427 0.476
O -2.986 -0.995 0.659
H 0.714 1.026 0.285
H 2.270 0.843 1.178
H 2.309 1.448 -0.562
H 2.124 -1.457 0.584
H 3.063 -0.793 -0.827
H 0.255 -3.154 -0.776
H -0.712 -1.331 -2.822
H 0.861 2.248 -1.979
H -2.822 0.641 -2.320
H -2.686 -1.179 -2.039
H -4.435 0.154 -0.464
H -3.747 2.106 0.721
H -2.151 2.042 -0.146
H -2.345 1.224 1.455
H -2.853 -1.760 0.066
Br -2.405 3.066 4.178
C -0.512 2.606 4.102
C 0.298 3.716 3.485
Br 0.092 3.752 1.545
H -0.436 1.665 3.560
H -0.217 2.448 5.139
H 1.364 3.553 3.654
H 0.023 4.704 3.851
Br -4.610 -2.052 -4.093
C -6.099 -3.304 -3.970
C -6.294 -3.786 -2.554
Br -4.956 -5.118 -2.067
H -5.897 -4.108 -4.675
H -6.971 -2.742 -4.307
H -7.253 -4.295 -2.450
H -6.230 -2.988 -1.816
Br -3.963 0.299 -5.977
C -2.406 0.792 -7.046
C -1.119 0.213 -6.501
Br -0.472 1.215 -4.942
H -2.389 1.879 -7.098
H -2.620 0.387 -8.036
H -0.322 0.305 -7.242
H -1.209 -0.829 -6.198
Br 2.547 1.497 6.065
C 2.769 2.558 7.683
C 1.603 3.492 7.888
Br 1.711 5.032 6.698
H 3.723 3.074 7.597
H 2.826 1.832 8.494
H 1.618 3.910 8.895
H 0.638 3.020 7.710
Br -10.404 -3.125 -5.594
C -10.380 -1.478 -4.554
C -9.860 -0.321 -5.369
Br -7.921 -0.397 -5.548
H -9.789 -1.674 -3.661
H -11.418 -1.309 -4.266
H -10.062 0.625 -4.865
H -10.270 -0.285 -6.377
Br 4.357 2.170 2.447
C 4.071 3.683 1.253
C 4.952 4.847 1.624
Br 4.267 5.778 3.194
H 3.008 3.919 1.288
H 4.323 3.312 0.258
H 4.958 5.594 0.830
H 5.977 4.555 1.850
Br 5.068 -0.627 4.333
C 6.960 -1.094 4.311
C 7.791 0.011 3.710
Br 7.636 0.035 1.767
H 7.048 -2.038 3.776
H 7.225 -1.249 5.357
H 8.850 -0.154 3.908
H 7.509 1.001 4.064
Br 5.408 -3.913 -4.722
C 5.606 -3.520 -2.824
C 4.485 -2.644 -2.325
Br 4.736 -0.790 -2.874
H 6.591 -3.073 -2.694
H 5.583 -4.490 -2.329
H 4.475 -2.618 -1.235
H 3.505 -2.952 -2.686
Br 1.777 -4.145 1.720
C 1.901 -3.730 3.620
C 0.753 -2.862 4.072
Br 1.002 -1.011 3.517
H 2.875 -3.272 3.782
H 1.871 -4.697 4.123
H 0.705 -2.828 5.160
H -0.210 -3.184 3.680

No. 4
11
Properties=species:S:1:pos:R:3 method="wB97M-V/def2-TZVPD" e_tot_ha=-699.2024 largest_force_ev_per_a=4.8 homo_ev=-3.1 gap_ev=7.392 charge=-1 relative_energy_ev=1.6106
C 1.091 -0.234 -0.540
N 0.988 0.793 0.464
N -0.805 0.534 1.200
O -1.773 0.577 -1.170
O -1.576 -1.715 -0.120
S -1.880 -0.278 0.079
H 2.123 -0.151 -0.855
H 1.021 -1.204 0.055
H 0.365 -0.303 -1.344
H 0.804 1.786 0.138
H -0.357 0.195 2.094

> Which value of charge does entry 2 give?

0